# 1
{
  "formula": "C20H34BeClFKN2O17PS2",
  "method": "ωB97M-V with the def2-TZVPD basis set",
  "elements": ["N", "C", "P", "O", "O", "C", "O", "O", "C", "C", "O", "N", "O", "C", "O", "C", "C", "C", "C", "C", "C", "H", "H", "H", "H", "H", "H", "H", "H", "H", "H", "H", "H", "H", "C", "S", "O", "C", "H", "H", "H", "H", "H", "H", "C", "C", "O", "S", "O", "O", "O", "H", "H", "H", "H", "Be", "C", "O", "O", "O", "H", "F", "Cl", "C", "O", "C", "C", "O", "C", "H", "H", "H", "H", "H", "H", "H", "H", "H", "H", "K"],
  "positions_angstrom": [[-1.488, -1.294, -1.706], [-0.703, -1.546, -0.580], [0.264, -0.011, 0.084], [0.066, 1.138, -0.833], [0.371, -2.542, -0.705], [0.701, -2.873, 0.558], [1.571, -3.590, 0.905], [-0.192, -2.259, 1.446], [-1.372, -2.195, 0.642], [-2.529, -1.334, 1.153], [-2.243, -0.759, 2.450], [-3.225, 0.199, 2.676], [-3.531, 0.262, 3.800], [-2.009, -3.531, 0.244], [-2.653, -4.202, 1.313], [-1.782, -4.678, 2.290], [-1.820, -4.063, 3.528], [-0.957, -4.464, 4.537], [-0.054, -5.481, 4.259], [-0.032, -6.108, 3.025], [-0.896, -5.706, 2.017], [-2.088, -0.506, -1.483], [-0.901, -0.898, -2.499], [-0.254, 0.358, 1.343], [1.630, -0.355, 0.183], [-3.449, -1.902, 1.264], [-2.744, -0.507, 0.470], [-1.323, -4.196, -0.282], [-2.783, -3.288, -0.483], [-2.513, -3.256, 3.723], [-0.975, -3.985, 5.503], [0.648, -5.793, 5.021], [0.664, -6.912, 2.837], [-0.892, -6.155, 1.033], [-3.309, 2.068, -4.630], [-4.729, 1.847, -3.577], [-4.781, 0.433, -3.089], [-5.962, 1.993, -4.883], [-2.389, 1.969, -4.025], [-3.299, 1.320, -5.412], [-3.358, 3.074, -5.063], [-5.791, 1.220, -5.631], [-5.891, 2.982, -5.335], [-6.953, 1.864, -4.443], [0.614, 3.017, -8.527], [0.568, 2.673, -7.051], [-0.658, 3.260, -6.593], [-1.741, 3.217, -7.757], [-2.569, 2.081, -7.574], [-2.276, 4.521, -7.920], [-0.747, 2.896, -8.969], [0.937, 4.047, -8.688], [1.254, 2.345, -9.092], [1.411, 3.076, -6.497], [0.510, 1.595, -6.888], [-4.834, 1.536, 0.549], [5.045, -2.027, 1.767], [5.569, -2.776, 0.971], [3.735, -2.154, 2.046], [5.683, -1.079, 2.419], [3.529, -2.899, 1.449], [5.030, 0.457, 1.364], [-1.498, 0.181, -4.068], [3.585, 4.526, 4.080], [4.910, 4.362, 4.550], [4.978, 3.870, 5.878], [5.247, 2.380, 5.918], [4.176, 1.636, 5.367], [4.409, 1.223, 4.027], [3.626, 4.623, 2.997], [2.954, 3.670, 4.331], [3.144, 5.438, 4.500], [4.061, 4.109, 6.426], [5.810, 4.388, 6.366], [5.348, 2.073, 6.964], [6.185, 2.146, 5.405], [5.083, 0.368, 4.007], [4.826, 2.025, 3.419], [3.453, 0.923, 3.601], [-7.403, 1.936, -0.420]],
  "homo_ev": -6.740,
  "fmax_ev_per_a": 4.05,
  "total_charge": 0,
  "e_tot_ev": -121988.4978
}

---

# 2
{
  "formula": "C2H2ClIO2S",
  "method": "ωB97M-V with the def2-TZVPD basis set",
  "elements": ["C", "C", "O", "O", "S", "Cl", "I", "H", "H"],
  "positions_angstrom": [[0.067, -0.080, 0.082], [2.754, -1.284, -1.007], [0.275, -0.876, 1.039], [3.592, -1.989, -0.074], [2.062, -1.891, 0.476], [1.130, -3.657, -0.009], [2.557, 0.918, -0.346], [-0.302, 0.851, 0.282], [0.136, -0.561, -0.955]],
  "homo_ev": -9.106,
  "fmax_ev_per_a": 5.08,
  "total_charge": 0,
  "e_tot_ev": -37653.9752
}

---

# 3
{
  "formula": "C3H9N5",
  "method": "ωB97M-V with the def2-TZVPD basis set",
  "elements": ["C", "C", "C", "N", "N", "N", "N", "N", "H", "H", "H", "H", "H", "H", "H", "H", "H"],
  "positions_angstrom": [[0.534, -2.003, 0.213], [2.210, 1.171, -0.197], [-2.337, 0.613, -0.206], [1.544, -1.173, -0.021], [-0.582, -1.704, 0.883], [-0.043, 0.577, -0.034], [1.251, 0.101, 0.139], [-1.085, -0.142, -0.391], [0.772, -2.984, -0.073], [1.743, 2.077, 0.176], [3.097, 0.742, 0.120], [2.244, 1.299, -1.386], [-2.568, 0.948, -1.254], [-3.104, -0.048, 0.244], [-2.360, 1.496, 0.507], [-1.121, -2.466, 0.997], [-0.195, 1.497, 0.285]],
  "homo_ev": [-5.609, -7.732],
  "fmax_ev_per_a": 5.23,
  "total_charge": 0,
  "spin_multiplicity": 3,
  "e_tot_ev": -10699.6166
}

---

# 4
{
  "formula": "C4H12F6NO2PS",
  "method": "ωB97M-V with the def2-TZVPD basis set",
  "elements": ["C", "C", "O", "C", "C", "O", "S", "N", "H", "H", "H", "H", "H", "H", "H", "H", "H", "H", "H", "H", "F", "P", "F", "F", "F", "F", "F"],
  "positions_angstrom": [[-1.111, -0.866, 0.255], [-0.328, -0.978, 1.544], [-0.045, 0.321, 2.116], [0.870, 1.017, 1.334], [1.150, 2.303, 2.087], [2.377, 2.983, 1.571], [2.609, 2.977, 0.015], [3.934, 2.087, -0.335], [-1.872, -0.087, 0.306], [-0.445, -0.620, -0.579], [-1.554, -1.818, -0.039], [-0.833, -1.549, 2.322], [0.633, -1.479, 1.357], [0.441, 1.232, 0.343], [1.806, 0.443, 1.203], [1.372, 2.094, 3.131], [0.331, 3.019, 2.040], [3.186, 4.194, -0.035], [4.510, 1.836, 0.466], [3.667, 1.248, -0.845], [-3.515, -1.577, -1.479], [-2.984, -2.633, -2.618], [-4.059, -3.636, -1.935], [-1.719, -1.566, -2.843], [-1.802, -3.478, -1.845], [-3.749, -1.738, -3.730], [-2.868, -3.729, -3.807]],
  "homo_ev": -9.986,
  "fmax_ev_per_a": 1.28,
  "total_charge": 0,
  "e_tot_ev": -46357.4938
}

---

> What is the formula in the first record?

C20H34BeClFKN2O17PS2